No. 1
C43H37N2P2Zr | ωB97M-V/def2-TZVPD

spin multiplicity = 1
net charge = +3
E = -68004.9803 eV
gap between HOMO and LUMO = 5.18 eV
E_LUMO = -9.99 eV
maximum force = 0.015 Eh/bohr
energy relative to the best compared isomer or geometry (same formula, charge and spin) = 11.2 kcal per mole
HOMO = -15.2 eV

XYZ file:
```
85
Properties=species:S:1:pos:R:3:forces:R:3
C 1.51826 -1.30230 1.70050 0.101 0.244 -0.035
C -1.69232 2.93138 2.18813 -0.028 0.029 0.048
C 2.75448 -0.66506 1.52663 0.026 0.035 0.016
C -1.65445 -4.54195 -1.90783 -0.092 0.044 0.062
H -1.50851 4.68853 -6.02237 0.006 -0.007 0.009
H -4.25827 -2.09221 4.68995 -0.014 0.005 -0.019
C 2.29748 0.67354 -2.24711 0.097 -0.039 -0.011
H 4.84348 2.78016 -0.29291 -0.020 -0.004 0.002
C -2.24550 2.27453 3.28441 -0.003 -0.022 -0.009
H 0.53451 -3.16089 2.17372 -0.024 -0.017 -0.006
H 3.99007 -0.31145 -3.13288 0.024 0.007 0.019
H -2.81747 -0.83878 0.86191 -0.013 -0.003 0.000
H -3.66227 -5.24517 -2.10844 0.011 0.013 0.004
H -4.68198 -1.51324 2.32238 0.012 -0.011 0.039
H -1.49262 4.84817 1.19796 -0.001 -0.004 0.006
C 0.53757 3.44135 -3.63406 -0.011 0.003 0.012
H 0.70848 -5.68752 -2.20792 0.010 -0.005 0.000
C 3.93113 -1.37747 1.69701 0.089 -0.082 0.026
C -2.71029 4.98105 2.93579 0.002 0.002 -0.014
H -3.86289 4.87209 4.73946 0.003 -0.004 -0.009
H -1.26260 -5.54845 -1.92401 0.001 0.001 0.010
H -2.88186 6.03980 2.79377 0.009 -0.015 -0.008
H 1.60371 0.16397 -2.92228 -0.175 -0.063 -0.304
C 2.75277 -2.58737 -1.38704 -0.082 -0.127 0.016
C 0.19486 1.40334 1.85205 -0.061 0.133 0.017
H 0.86630 4.68761 -5.34511 0.003 -0.009 0.011
H 1.57862 3.45224 -3.33746 0.013 0.007 -0.010
P -0.01670 -0.38837 1.41404 -0.076 0.147 -0.082
C -1.40509 -2.13554 -1.76266 0.053 -0.067 -0.150
N -0.88482 2.17107 1.25553 0.066 -0.040 -0.155
H 4.88262 -0.86866 1.60470 -0.010 -0.024 -0.002
H 2.82517 0.39245 1.29963 -0.088 -0.017 -0.010
H 0.19949 3.68952 0.17967 0.037 -0.018 0.038
C -3.60724 -3.10425 -2.00607 0.024 -0.104 0.000
H 2.45051 3.24063 -0.02739 -0.027 -0.024 -0.008
C -1.92166 4.29155 2.01980 -0.001 0.008 -0.005
C -2.14606 -1.74591 4.56593 -0.075 -0.015 0.003
C -3.67597 -1.47777 2.72021 -0.137 0.014 -0.143
C -2.62688 -1.10285 1.89525 0.025 -0.045 0.130
C 2.66515 -3.36934 2.17800 -0.016 0.014 0.001
H 2.63075 -4.41527 2.45348 -0.002 0.004 -0.005
C -2.79579 -1.99223 -1.88501 0.062 -0.001 0.020
C 0.13748 4.13895 -4.76409 -0.041 -0.014 0.009
H -3.25049 -1.00796 -1.88941 0.006 0.035 0.000
C 4.12197 2.17897 -0.83175 -0.010 0.051 0.035
H 3.15871 -5.84582 -2.09992 -0.001 0.009 0.005
C 3.41742 -3.77034 -1.59358 0.034 0.003 -0.006
C -2.14400 3.44574 -4.39544 -0.035 0.017 -0.032
H -1.96777 -1.99640 5.60332 0.007 0.007 -0.017
H -2.50350 2.21157 -2.68766 0.009 -0.007 0.008
C 2.76610 2.43378 -0.67759 0.047 0.046 0.054
H -2.09056 1.21264 3.42694 -0.012 0.003 -0.012
C -3.43845 -1.79895 4.04795 0.134 0.000 0.067
H -0.08844 -1.31355 4.16733 -0.007 -0.001 -0.013
C 1.48341 -2.66219 2.01848 -0.053 -0.115 0.010
C -1.75619 2.74285 -3.26870 -0.026 -0.015 0.021
C -0.82073 -3.43708 -1.78739 -0.113 0.062 -0.106
C 4.56717 1.18621 -1.70022 0.089 0.042 0.013
H -4.67908 -2.99491 -2.10289 0.007 -0.005 -0.001
C 2.67066 -4.89934 -1.90523 -0.109 -0.004 -0.002
C -3.01512 2.97362 4.19880 -0.024 0.024 0.013
C 3.65629 0.43128 -2.41955 -0.058 -0.026 -0.067
C 1.83803 1.68606 -1.40013 0.104 0.045 0.153
H 0.14304 1.46480 2.94038 0.017 -0.042 0.014
C 3.89040 -2.72906 2.02306 -0.056 0.078 -0.014
H 3.27870 -1.68377 -1.12805 0.049 0.058 0.009
C -1.09010 -1.36679 3.75579 0.010 0.004 0.075
C -1.33593 -1.04799 2.41835 0.023 0.007 -0.175
C -0.41248 2.74562 -2.88529 0.085 0.021 -0.011
H 4.49545 -3.80381 -1.52084 -0.014 -0.010 0.001
H 5.63022 1.02873 -1.83124 -0.026 -0.023 -0.013
P 0.04782 1.86993 -1.38597 -0.356 0.375 -0.020
C -3.25719 4.33030 4.02642 0.011 -0.031 0.012
Zr 0.06948 -0.77727 -1.19607 0.295 -0.121 0.718
H -1.43314 3.35243 -0.36050 -0.027 -0.004 0.019
N 1.40911 -2.48779 -1.47625 0.073 -0.195 -0.111
C -1.19893 4.14067 -5.14224 0.022 -0.008 0.020
H -3.43858 2.45251 5.04761 0.011 0.000 -0.014
H -3.18358 3.45406 -4.69397 0.008 -0.001 0.002
C 0.65866 -3.60079 -1.73182 -0.010 -0.032 -0.135
H 4.80967 -3.27857 2.17918 0.002 0.013 -0.007
C 1.28714 -4.81068 -1.96437 0.160 -0.109 0.033
C -0.53509 2.88048 0.04299 -0.010 -0.039 0.002
C -3.03023 -4.37163 -2.01104 -0.045 0.022 -0.013
H 1.17850 1.77259 1.55523 0.111 -0.064 -0.027
```
Forces are in eV/Å.

=====

No. 2
C11H15N | ωB97M-V/def2-TZVPD

SMILES = Cc1c[nH]c2ccccc12.CC
spin multiplicity = 1
net charge = 0
E = -13138.2604 eV
gap between HOMO and LUMO = 8.78 eV
E_LUMO = 0.86 eV
maximum force = 0.075 Eh/bohr
energy relative to the best compared isomer or geometry (same formula, charge and spin) = 58.4 kcal per mole
HOMO = -7.9 eV

XYZ file:
```
27
Properties=species:S:1:pos:R:3:forces:R:3
H -0.26337 0.14740 -1.23311 -0.428 0.777 -0.948
H 2.21120 0.41893 4.43379 0.866 0.253 0.081
C -0.38461 1.17332 2.80997 1.009 -0.936 0.686
H 1.31661 -1.52250 -1.82135 -0.443 -0.739 1.900
C 1.58709 -2.15479 0.39920 0.204 -2.201 -1.093
H -2.81876 0.47520 -5.20651 -0.587 0.255 0.274
N -0.72629 1.08692 1.43005 0.868 0.213 2.680
C 0.52807 0.17422 3.12278 -1.281 1.986 0.189
H 1.80279 -3.25874 0.30140 0.473 1.461 -0.625
H -0.73300 1.32690 -3.22135 0.955 0.482 0.651
C 1.16375 0.23774 4.48449 -1.461 -1.608 1.404
C 1.54710 -1.76316 1.70285 -1.361 -0.061 -2.173
H -0.12027 1.26530 -5.00700 -1.676 -0.325 1.931
C 0.77304 -0.61993 1.92208 -0.009 2.131 2.956
C -1.02120 1.42014 -4.24063 0.636 -0.659 -2.503
H 0.67556 0.88823 5.27906 0.474 -0.063 -1.592
H -2.57615 -0.08361 -3.42481 0.009 1.236 -1.011
C 0.24622 -0.36017 -0.46955 -0.659 0.883 3.428
C -2.13034 0.30223 -4.39056 0.794 0.373 0.465
H -0.64803 1.89255 3.66200 -0.264 -0.704 -2.215
C 0.06284 0.03415 0.93974 -1.113 0.070 -3.686
H 1.00416 -0.72962 4.99887 0.534 -0.006 -0.303
H -1.45100 1.72139 1.09207 0.764 -0.904 -0.699
H -1.61245 -0.57325 -4.69698 0.666 -0.910 -0.455
C 1.04425 -1.40852 -0.71244 1.330 -0.630 -1.236
H -1.23679 2.46330 -4.52791 -0.790 -0.450 0.653
H 1.75957 -2.55364 2.37384 0.489 0.078 1.245
```
Forces are in eV/Å.

=====

No. 3
C23H20N6ORuS | ωB97M-V/def2-TZVPD

spin multiplicity = 5
net charge = +2
E = -48567.4852 eV
gap between HOMO and LUMO (alpha / beta) = 7.56 / 6.15 eV
expectation value of S² = 6.0292
E_LUMO (alpha / beta) = -7.08 / -8.44 eV
maximum force = 0.005 Eh/bohr
energy relative to the best compared isomer or geometry (same formula, charge and spin) = 0.0 kcal per mole
HOMO (alpha / beta) = -14.6 / -14.6 eV

XYZ file:
```
52
Properties=species:S:1:pos:R:3:forces:R:3
C 0.59887 0.92149 5.56801 0.000 0.004 0.007
H 1.27480 0.91401 -6.31572 0.000 0.001 -0.002
H -3.38261 -2.39755 1.89119 -0.003 0.000 -0.001
C -0.78712 0.67052 -5.74374 0.040 0.005 -0.016
H -1.99141 0.27423 2.67291 -0.009 -0.003 0.007
C -1.70497 0.47505 -4.69930 -0.022 -0.006 0.034
N 0.81354 0.44418 2.02373 0.061 -0.006 -0.052
H 2.34902 1.95820 -0.01594 0.007 -0.004 -0.002
N 2.23194 0.68652 -3.58976 0.053 0.004 0.010
H 1.30672 1.10740 6.36395 -0.001 0.000 0.002
N 2.52716 0.95749 0.01406 -0.065 0.006 0.024
H -4.41050 -2.63409 -0.34251 -0.004 0.001 0.002
C 0.08902 0.53510 3.21316 -0.008 0.013 0.091
H -0.54937 -2.40940 -2.18272 -0.001 -0.005 -0.004
Ru 0.25698 -0.00450 0.04892 0.219 -0.143 -0.058
C -1.39061 -2.25682 1.12820 0.027 0.003 0.017
C 0.57011 0.75451 -5.51133 -0.006 0.001 -0.007
H 3.10754 0.85354 -4.06200 0.001 -0.003 0.002
N 0.80295 0.34570 -1.95853 0.073 0.034 0.064
C 0.97563 0.62844 -4.18831 -0.084 -0.014 0.042
C -1.17705 -2.38979 -1.30131 -0.047 0.012 -0.007
H 3.99619 1.13885 -1.53807 0.002 -0.010 -0.003
C -3.33840 -2.51903 -0.25438 0.027 0.007 0.019
H 3.99494 1.24497 1.55036 0.000 -0.011 0.007
S 1.16918 -2.08082 0.11808 -0.059 0.150 0.020
H -2.00593 0.20946 -2.58311 -0.006 0.005 -0.001
H -0.92213 -2.19234 2.10254 -0.002 -0.006 -0.002
O -3.28559 2.30636 0.31580 0.022 0.015 0.015
H -3.00628 -2.64957 -2.37433 -0.001 0.002 -0.003
H -1.11893 0.93284 6.82411 0.005 0.001 0.003
C -0.58680 -2.24773 -0.03054 -0.024 -0.094 0.003
C 2.08871 0.62692 2.32704 -0.054 0.006 -0.015
C 0.99744 0.77249 4.24547 -0.096 -0.014 -0.040
H 3.52380 -0.50543 -1.09620 -0.002 0.005 -0.005
C -1.29708 0.34887 -3.38751 0.006 0.006 -0.015
C -0.75537 0.82327 5.81205 0.035 0.005 0.018
C -2.54890 -2.52622 -1.40194 0.014 0.005 0.011
N 2.24940 0.82906 3.63768 0.057 0.009 -0.011
H -2.72936 0.53260 5.02350 -0.002 0.001 -0.006
C 3.16120 0.59144 1.28188 0.034 -0.008 0.010
C -2.25933 1.78915 0.17963 -0.145 -0.027 -0.027
C -1.27721 0.44394 3.46737 0.021 0.006 0.015
C 3.15308 0.51400 -1.23318 0.035 -0.006 -0.003
C -1.67764 0.59102 4.77947 -0.026 -0.008 -0.040
N -1.18292 1.25529 0.02374 0.030 0.045 0.009
C 2.07699 0.51535 -2.27386 -0.054 -0.001 0.000
H 3.12631 1.01270 4.10133 0.001 -0.002 -0.003
C 0.07197 0.42346 -3.14510 -0.020 0.010 -0.090
H -2.75956 0.43053 -4.93411 -0.001 0.000 0.004
H 3.55024 -0.42713 1.19925 0.001 0.007 0.002
H -1.15655 0.76456 -6.75523 0.005 0.001 -0.004
C -2.76211 -2.38310 1.00529 -0.036 0.000 -0.020
```
Forces are in eV/Å.

=====

No. 4
C34H36IrNO2P2 | ωB97M-V/def2-TZVPD

spin multiplicity = 1
net charge = +2
E = -62830.3587 eV
gap between HOMO and LUMO = 6.16 eV
E_LUMO = -6.93 eV
maximum force = 0.032 Eh/bohr
energy relative to the best compared isomer or geometry (same formula, charge and spin) = 11.4 kcal per mole
HOMO = -13.1 eV

XYZ file:
```
76
Properties=species:S:1:pos:R:3:forces:R:3
H -1.18788 -0.46792 6.75105 0.003 -0.003 0.001
C -0.75955 -2.02308 0.96665 -0.170 0.241 -0.064
H 1.45477 -4.40731 0.49010 -0.016 -0.013 -0.012
C 1.12316 1.52180 5.26885 -0.012 0.011 -0.012
P -0.85639 0.41152 1.92628 0.386 0.131 0.331
H 1.30272 1.84117 3.15688 0.029 -0.029 -0.008
C 3.40297 -0.47979 1.66217 -0.013 0.074 -0.044
C -0.64432 0.03727 5.96456 0.015 0.002 0.006
C 4.83308 -1.16237 3.92881 0.004 -0.002 0.015
H -2.56676 0.94695 -0.31724 -0.031 -0.006 0.005
C 3.45263 1.01389 -0.82493 0.038 0.082 0.070
C 3.82588 0.77084 -2.14728 0.110 -0.099 0.046
C 4.52026 1.73918 -2.85807 -0.007 0.016 -0.008
C 1.17235 -2.32043 -0.08150 0.023 0.110 -0.499
H 3.60551 -0.17412 -2.62565 -0.032 0.007 0.010
C 5.50993 -0.82215 2.76272 0.002 -0.011 -0.014
H 0.71934 0.99676 7.30841 -0.003 0.009 -0.003
N 0.14600 -1.40605 0.11343 0.068 -0.424 0.719
C 0.00399 2.95401 -1.80857 -0.015 -0.029 0.098
H 1.72221 1.98087 -2.60745 0.011 -0.023 -0.057
C -0.38123 -3.31396 1.19491 0.173 -0.025 -0.109
C -3.44772 4.00887 0.81379 -0.009 0.016 -0.007
H 0.05624 4.51852 0.39495 0.007 0.001 0.014
C -2.02866 2.90850 2.41780 -0.011 -0.023 -0.012
P 2.51800 -0.17392 0.14257 0.231 -0.056 -0.101
C -3.35913 2.91407 -0.03597 0.015 0.034 -0.008
C 0.85497 3.78021 0.32514 -0.194 0.008 -0.013
H -3.89591 2.91235 -0.97590 0.007 -0.006 -0.002
C -2.60574 1.81275 0.33991 -0.029 -0.059 0.030
O 0.26971 0.59935 -2.25786 0.673 0.307 0.211
H 5.37529 3.70341 -2.81867 0.000 -0.001 0.003
C 0.86343 -3.50689 0.51465 -0.159 0.062 0.165
H 1.10752 3.40958 1.31360 -0.014 0.007 0.004
H -4.04347 4.86553 0.52786 -0.016 -0.011 0.006
H -1.52166 2.90549 3.37436 -0.004 -0.003 0.005
H -2.88042 4.85135 2.70356 -0.002 -0.003 0.004
Ir 0.40768 0.57704 0.05764 -1.022 -0.443 -1.190
H -1.87538 -0.76926 4.41953 0.010 -0.008 -0.011
H 5.33345 -0.21232 0.71965 -0.007 -0.005 0.005
H 5.39414 -1.42835 4.81474 -0.003 0.000 0.001
C -1.79705 -1.12384 1.54909 0.204 -0.018 0.060
C 4.83093 2.95307 -2.26069 0.013 0.012 -0.008
H 3.52420 2.41179 0.81354 0.000 -0.002 0.002
C 0.64009 1.91756 -2.70041 -0.096 0.079 -0.020
C -0.32146 0.51121 3.62897 -0.161 0.031 0.062
H -1.12048 -0.88378 -2.37168 0.003 0.000 -0.005
H 0.36753 3.94863 -2.06726 0.015 -0.002 0.017
C 3.78128 2.23410 -0.22502 0.032 -0.019 0.006
H -0.64753 -0.18404 -3.93972 0.014 0.019 0.005
H -0.92266 -4.04596 1.77154 0.012 -0.006 0.006
H 3.27616 -2.37629 -0.57374 0.032 0.042 0.015
C -0.88648 0.03720 -2.90033 -0.093 -0.073 0.023
H -1.73170 0.72773 -2.85386 0.005 -0.007 0.022
H -2.27640 -1.52781 2.43863 0.048 -0.037 0.005
H 1.73351 4.20551 -0.15744 0.011 0.006 0.004
H 4.82437 1.54188 -3.87719 0.005 -0.001 0.002
H 4.73272 4.13789 -0.47082 0.008 -0.005 0.000
C 3.44682 -1.17338 3.95946 -0.009 -0.011 -0.005
H -1.08646 2.95401 -1.84950 -0.010 -0.020 -0.037
H 2.26701 -1.60266 -1.82129 -0.065 -0.009 0.015
C 2.72940 -0.83394 2.82245 0.040 -0.214 -0.009
C 0.75281 1.34301 3.94759 -0.047 0.065 -0.011
H 2.92313 -1.45429 4.86361 -0.004 0.003 -0.005
C 0.42653 0.86380 6.27540 0.001 -0.008 0.016
C -2.79073 4.00261 2.03890 0.015 0.007 -0.018
H 6.59113 -0.82478 2.74214 0.000 0.002 -0.003
C -1.02664 -0.13673 4.64326 0.012 -0.008 -0.026
C -1.94187 1.80169 1.57308 0.021 0.072 -0.066
H 1.65255 -0.87223 2.82888 -0.074 -0.054 0.017
C 2.38951 -1.76888 -0.74941 -0.160 0.081 0.178
C 4.46673 3.20012 -0.94091 -0.016 -0.012 -0.016
C 4.80146 -0.48189 1.62410 0.006 0.109 0.037
H 1.95427 2.16889 5.51500 0.007 -0.012 0.002
H -2.58625 -0.86096 0.84165 -0.035 0.022 0.040
O 0.38644 2.65071 -0.44035 0.319 0.187 0.096
H 0.36860 2.07084 -3.74602 -0.088 -0.053 0.017
```
Forces are in eV/Å.